Entry 1:
Density functional theory data (ωB97M-V with the def2-TZVPD basis set) for a molecular structure, C2BeLiO4 at a distorted geometry.

The geometry in XYZ format:
```
8
Properties=species:S:1:pos:R:3:lowdin_charge:R:1
O -0.019 -1.466 -0.896 -0.1938
Be -0.969 0.672 0.809 0.1996
O -0.970 -1.296 1.123 -0.1593
O -1.704 -0.111 -0.489 -0.2108
C -1.058 -1.193 -0.156 -0.8975
C 1.954 0.098 -0.594 0.0705
O 1.988 1.264 -0.635 -0.1333
Li 0.779 2.032 0.839 0.3247
```

energy	-10870.119	eV
net charge	-1
multiplicity	1

=====

Entry 2:
Density functional theory data (ωB97M-V with the def2-TZVPD basis set) for 2 unconnected molecules or ions with the total composition C2Br3ClF2 at a distorted geometry.

The geometry in XYZ format:
```
8
Properties=species:S:1:pos:R:3:lowdin_charge:R:1
C 0.267 0.648 -0.393 -1.1332
C -0.539 -0.345 0.436 -1.2344
F -0.064 1.917 -0.163 0.0200
F 0.095 0.526 -1.718 0.0308
Cl -0.224 -0.239 2.156 0.6264
Br 2.133 0.565 0.173 0.7435
Br -2.336 -0.483 -0.166 0.7817
Br 0.667 -2.589 -0.326 0.1652
```

energy relative to the best compared isomer or geometry (same formula, charge and spin)	33.8	kcal/mol
multiplicity	1

=====

Entry 3:
Density functional theory data (ωB97M-V with the def2-TZVPD basis set) for a molecular structure, C2Br6OS at a distorted geometry.

The geometry in XYZ format:
```
10
Properties=species:S:1:pos:R:3:lowdin_charge:R:1
C -1.527 0.256 -0.060 -1.7104
C 1.588 0.155 -0.042 -1.9125
O 0.100 -1.920 -0.072 -0.5724
S 0.119 -0.729 -0.827 0.6021
Br -2.839 -0.601 -1.229 0.5697
Br -1.799 2.171 -0.117 0.5655
Br -1.909 -0.446 1.797 0.5306
Br 1.590 -0.065 1.874 0.6364
Br 1.710 2.022 -0.469 0.6077
Br 2.968 -0.844 -0.856 0.6834
```

energy	-435208.824	eV
multiplicity	1

=====

Which value of multiplicity does entry 2 give?
1